[1]
Here is the molecule C4H4O3 from the OMol25 dataset. Energies are from ωB97M-V/def2-TZVPD.

For the molar mass, the calculation gives 100.073 g mol⁻¹. For the orbital gap, the calculation gives 8.7 eV. The net charge is 0. The energy above the lowest of the compared OMol25 structures with the same formula, charge and spin is 1.526 eV. The HOMO energy is -9.76 eV. The calculated total energy comes out at -10353.6863 eV. The SMILES is CC(=O)C(=O)C=O.

Last column: natural (NBO) charge in e.
Cartesian coordinates (Å):
C 0.939 0.046 -1.109  -0.737
C -0.439 0.575 -0.761  0.506
O -1.238 1.026 -1.539  -0.465
C -0.848 0.472 0.778  0.387
O -1.583 1.238 1.350  -0.435
C -0.346 -0.783 1.485  0.340
O -0.319 -1.823 0.872  -0.477
H 1.720 0.742 -0.777  0.240
H 1.071 -0.139 -2.179  0.249
H 1.068 -0.893 -0.573  0.249
H -0.047 -0.698 2.546  0.142



[2]
Here is a 2-piece molecular cluster, C3H7NO2 overall from the OMol25 dataset. Energies are from ωB97M-V/def2-TZVPD.

For the molar mass, the calculation gives 89.094 g mol⁻¹. For the orbital gap, the calculation gives 11.3 eV. The net charge is 0. The energy above the lowest of the compared OMol25 structures with the same formula, charge and spin is 0.995 eV. The HOMO energy is -10.65 eV. The calculated total energy comes out at -8809.5338 eV. The SMILES is N=C=O.CCO.

Last column: natural (NBO) charge in e.
Cartesian coordinates (Å):
N -0.887 -1.530 -1.444  -0.792
C -0.659 -0.793 -2.375  0.846
O -0.513 -0.144 -3.345  -0.531
C -0.438 1.161 0.839  -0.631
C 0.809 0.302 0.791  -0.069
O 0.417 -1.052 1.033  -0.736
H -0.507 -1.486 -0.495  0.444
H -1.166 0.825 0.094  0.217
H -0.906 1.100 1.826  0.217
H -0.189 2.206 0.630  0.219
H 1.298 0.387 -0.191  0.164
H 1.528 0.623 1.556  0.171
H 1.212 -1.598 1.081  0.481



[3]
Here is a 2-piece molecular cluster, C29H33N3O12P overall at a distorted geometry from the OMol25 dataset. Energies are from ωB97M-V/def2-TZVPD.

For the molar mass, the calculation gives 646.566 g mol⁻¹. For the orbital gap, the calculation gives 5.8 eV. The net charge is -1. The HOMO energy is -5.32 eV. The calculated total energy comes out at -68928.7868 eV.

Last column: Mulliken charge in e.
Cartesian coordinates (Å):
C 3.555 -5.159 -0.808  -0.815
C 2.552 -5.050 -2.095  -0.579
C 1.896 -3.589 -2.262  -0.483
C 3.004 -2.404 -2.535  -0.814
C 2.449 -1.124 -1.686  0.187
C 3.078 -0.692 -0.301  -0.105
N 4.253 -1.511 0.163  -0.560
C 5.380 -0.907 -0.193  0.789
O 6.471 -0.301 -0.368  -0.518
C 2.481 0.529 0.517  0.649
C 3.161 0.909 1.919  -0.934
P 1.988 0.775 3.415  0.943
O 2.004 2.126 4.149  -0.691
O 0.444 0.178 3.026  -0.292
O 2.680 -0.378 4.517  -0.523
C 1.236 1.313 -0.074  1.425
C 0.500 2.536 0.663  0.093
C 1.456 3.773 1.060  -0.087
C 0.527 4.794 1.942  -0.019
O 0.701 4.851 3.209  -0.462
N -0.520 5.676 1.361  -0.301
C -1.782 4.960 1.076  0.447
C -2.353 3.735 1.863  -0.169
C -3.706 2.993 1.462  -0.491
C -4.550 3.502 0.218  -0.500
C -3.991 4.773 -0.560  -0.342
C -2.648 5.494 -0.154  -0.517
C 0.698 0.855 -1.468  -1.146
C 1.251 -0.344 -2.322  0.252
C 0.450 -0.526 -3.694  0.416
O 0.584 -1.339 -4.656  -0.646
N -0.524 0.576 -3.621  0.230
C -1.826 0.417 -4.332  -0.973
C -2.871 -0.573 -3.616  -0.345
O -3.182 -0.229 -2.234  -0.170
C -3.663 -1.420 -1.557  0.426
O -4.414 -2.283 -2.120  -0.578
C -3.190 -1.630 -0.019  -0.004
C -3.071 -3.214 0.374  -0.872
C -0.492 1.388 -2.393  -0.264
O -1.366 2.292 -2.237  -0.579
H 3.081 -5.890 -0.035  0.336
H 4.547 -5.611 -1.166  0.205
H 3.672 -4.157 -0.247  0.178
H 1.672 -5.773 -1.851  0.286
H 3.022 -5.432 -3.069  0.334
H 1.422 -3.327 -1.229  0.296
H 1.020 -3.539 -3.015  0.301
H 2.949 -2.172 -3.667  0.367
H 4.053 -2.684 -2.171  0.351
H 3.988 0.108 2.103  0.399
H 3.739 1.918 1.885  0.445
H 0.354 -0.707 3.497  0.208
H 2.608 -1.289 4.114  0.314
H -0.099 2.170 1.570  -0.159
H -0.275 2.957 -0.099  0.197
H 2.342 3.504 1.735  0.064
H 1.879 4.351 0.159  0.380
H -0.177 6.106 0.486  0.360
H -1.785 3.293 2.755  0.478
H -4.118 2.083 2.033  0.345
H -5.515 3.015 -0.154  0.321
H -4.584 5.155 -1.466  0.294
H -2.331 6.412 -0.784  0.192
H -1.575 -0.067 -5.362  0.342
H -2.264 1.458 -4.596  0.337
H -3.870 -0.474 -4.209  0.262
H -2.523 -1.659 -3.746  0.370
H -3.947 -1.095 0.686  0.224
H -2.175 -1.094 0.178  0.065
H -2.120 -3.603 -0.154  0.188
H -4.027 -3.719 -0.011  0.266
H -3.029 -3.325 1.520  0.338
C -0.622 -2.394 5.489  0.764
O -0.715 -1.403 6.256  -0.756
O -1.372 -3.432 5.930  -0.515
O 0.026 -2.558 4.431  -0.765
H -1.680 -2.925 6.707  0.309



[4]
Here is a 11-piece molecular cluster, C31H26Cl18F40O5 overall at a distorted geometry from the OMol25 dataset. Energies are from ωB97M-V/def2-TZVPD.

For the molar mass, the calculation gives 1876.618 g mol⁻¹. For the orbital gap, the calculation gives 11.1 eV. The net charge is 0. The energy above the lowest of the compared OMol25 structures with the same formula, charge and spin is 0.079 eV. The HOMO energy is -10.83 eV. The calculated total energy comes out at -376911.0141 eV. The SMILES is FC(F)C(F)(F)COC(F)(F)C(F)F.FC(F)C(F)(F)COC(F)(F)C(F)F.FC(F)C(F)(F)COC(F)(F)C(F)F.FC(F)C(F)(F)COC(F)(F)C(F)F.FC(F)C(F)(F)COC(F)(F)C(F)F.ClC(Cl)Cl.ClC(Cl)Cl.ClC(Cl)Cl.ClC(Cl)Cl.ClC(Cl)Cl.ClC(Cl)Cl.

Last column: Mulliken charge in e.
Cartesian coordinates (Å):
C 0.459 -0.222 -0.517  -0.406
C 1.245 -0.385 -1.799  0.823
C 0.542 -1.308 -2.840  0.144
F -0.769 -0.985 -2.904  0.062
F 1.120 -1.107 -4.047  -0.170
F 1.407 0.822 -2.399  -0.161
F 2.512 -0.837 -1.546  -0.181
O 0.136 -1.505 0.003  0.332
C -0.946 -1.517 0.861  0.285
C -1.114 -2.883 1.541  0.125
F -1.260 -3.829 0.578  -0.223
F -0.125 -3.200 2.394  -0.032
F -0.768 -0.580 1.817  0.062
F -2.055 -1.200 0.176  0.005
H -0.459 0.274 -0.840  -0.288
H 0.976 0.368 0.239  0.266
H 0.634 -2.371 -2.600  -0.215
H -2.057 -2.824 2.099  -0.153
C -3.714 2.541 -3.136  -0.636
C -4.978 2.867 -3.930  0.921
C -5.170 4.384 -4.092  0.171
F -6.278 4.648 -4.830  -0.287
F -5.318 4.943 -2.877  -0.255
F -4.945 2.262 -5.142  -0.318
F -6.037 2.352 -3.257  -0.294
O -2.640 3.257 -3.740  -0.517
C -1.384 3.099 -3.177  0.541
C -0.377 3.488 -4.258  0.263
F -0.557 4.729 -4.765  -0.309
F 0.877 3.433 -3.759  -0.100
F -1.315 3.838 -2.041  -0.249
F -1.131 1.812 -2.834  -0.091
H -3.536 1.465 -3.122  0.375
H -3.854 2.842 -2.096  0.296
H -4.340 4.829 -4.642  0.254
H -0.451 2.789 -5.095  0.098
C 3.622 3.247 -1.678  0.363
C 4.803 3.495 -2.600  0.884
C 4.409 4.152 -3.932  0.053
F 5.427 4.092 -4.826  -0.304
F 3.328 3.566 -4.494  -0.118
F 5.724 4.302 -2.001  -0.319
F 5.457 2.320 -2.799  -0.291
O 3.139 4.479 -1.148  -0.425
C 2.292 4.324 -0.081  0.759
C 1.714 5.699 0.257  0.027
F 0.848 6.153 -0.676  -0.221
F 1.139 5.690 1.489  -0.245
F 1.272 3.526 -0.487  0.148
F 2.891 3.786 0.972  -0.240
H 3.946 2.600 -0.857  -0.119
H 2.821 2.676 -2.152  -0.323
H 4.158 5.208 -3.804  0.225
H 2.474 6.487 0.296  0.222
C 3.033 -2.196 6.794  -1.024
C 3.737 -3.300 5.995  0.981
C 2.878 -4.027 4.959  0.902
F 3.658 -4.860 4.222  -0.274
F 1.874 -4.754 5.508  -0.290
F 4.812 -2.707 5.387  -0.276
F 4.305 -4.142 6.913  -0.337
O 2.485 -1.240 5.883  -0.345
C 1.169 -0.843 6.130  0.659
C 0.705 0.153 5.075  0.418
F 1.356 1.350 5.186  -0.331
F 0.838 -0.261 3.818  0.167
F 0.412 -1.971 6.055  -0.224
F 1.057 -0.384 7.376  -0.300
H 3.713 -1.655 7.449  0.439
H 2.274 -2.638 7.444  0.401
H 2.424 -3.291 4.299  -0.417
H -0.332 0.428 5.298  -0.109
C -4.404 -0.579 2.638  -0.516
C -5.236 -1.210 1.515  0.863
C -5.687 -0.143 0.478  -0.122
F -6.466 0.802 1.051  -0.319
F -4.699 0.470 -0.205  -0.108
F -4.507 -2.123 0.843  -0.165
F -6.338 -1.776 2.044  -0.336
O -3.967 -1.678 3.440  -0.363
C -3.451 -1.319 4.675  0.923
C -3.104 -2.590 5.407  0.125
F -2.400 -3.483 4.679  -0.170
F -2.438 -2.361 6.558  -0.282
F -2.408 -0.485 4.540  -0.211
F -4.406 -0.676 5.374  -0.313
H -5.026 0.098 3.224  0.706
H -3.552 -0.047 2.215  -0.218
H -6.271 -0.762 -0.220  0.257
H -4.036 -3.080 5.703  0.208
C 4.018 -4.165 -4.494  -0.256
Cl 4.992 -3.261 -5.661  -0.081
Cl 2.620 -4.999 -5.215  -0.117
Cl 3.418 -3.110 -3.191  0.017
H 4.633 -4.930 -4.039  0.401
C 2.634 -0.420 -6.359  0.216
Cl 3.625 0.481 -5.191  -0.006
Cl 3.508 -0.754 -7.882  -0.145
Cl 1.190 0.484 -6.783  -0.155
H 2.391 -1.385 -5.935  0.012
C -1.760 3.051 2.019  -0.397
Cl -2.020 2.215 0.482  -0.054
Cl -0.076 2.867 2.519  -0.056
Cl -2.856 2.359 3.268  -0.105
H -1.994 4.102 1.911  0.587
C 4.158 -0.951 1.747  -0.439
Cl 2.723 -1.941 2.008  0.100
Cl 3.724 0.668 1.150  0.000
Cl 5.246 -1.765 0.634  -0.093
H 4.581 -0.793 2.732  0.483
C -3.941 -3.612 -2.938  -0.292
Cl -2.286 -3.786 -2.279  0.011
Cl -3.911 -3.965 -4.649  -0.128
Cl -4.498 -1.958 -2.592  -0.058
H -4.608 -4.269 -2.396  0.390
C 1.704 -4.866 -0.249  1.433
Cl 1.095 -5.997 0.959  -0.116
Cl 0.970 -5.234 -1.827  -0.091
Cl 3.458 -5.049 -0.336  -0.108
H 1.466 -3.824 -0.062  -1.162



[5]
Here is a 2-piece molecular cluster, C2H3BrClNO overall at a distorted geometry from the OMol25 dataset. Energies are from ωB97M-V/def2-TZVPD.

For the molar mass, the calculation gives 172.409 g mol⁻¹. For the orbital gap (spin up / spin down), the calculation gives 7.7 / 7.5 eV. The net charge is 0. The energy above the lowest of the compared OMol25 structures with the same formula, charge and spin is 3.679 eV. The HOMO energy (spin up / spin down) is -9.10 / -9.04 eV. The calculated total energy comes out at -88221.4065 eV.

Last column: natural (NBO) charge in e.
Cartesian coordinates (Å):
C -0.773 -0.804 -1.448  0.366
C 0.233 -0.203 1.108  0.121
N 0.077 0.986 1.279  -0.469
O -1.329 0.114 -1.989  -0.482
Cl 0.093 -2.066 -2.299  -0.060
Br 1.946 2.251 1.493  -0.276
H 0.990 -0.856 1.315  0.208
H -0.574 -0.989 -0.342  0.154
H -0.662 1.569 0.883  0.439